Here is C37H30F6N9O3Zn as an isolated structure from the OMol25 dataset. Energies are from ωB97M-V/def2-TZVPD.

CARTESIAN COORDINATES (ANGSTROEM)
Zn 1.86615 -0.37790 -0.35293
C 2.19089 -0.30765 4.19534
C 1.65856 -0.31493 2.91633
N 2.43788 -0.28004 1.84921
C 3.75912 -0.24777 2.03387
C 4.27830 -0.25007 3.32158
N 3.50235 -0.27559 4.39992
C 4.61776 -0.21367 0.80873
C 6.00288 -0.22433 0.83527
C 6.70314 -0.20255 -0.36599
C 5.98497 -0.17610 -1.55716
C 4.60032 -0.17078 -1.50846
N 3.95995 -0.18104 -0.34459
C 3.72020 -0.17097 -2.71885
C 4.20835 -0.10449 -4.01610
N 3.40724 -0.11840 -5.07653
C 2.10285 -0.20791 -4.84509
C 1.59895 -0.27852 -3.55614
N 2.40424 -0.25315 -2.50781
C 8.18920 -0.21361 -0.37630
C 8.91745 0.51502 0.55650
C 10.30228 0.47790 0.50459
N 10.98709 -0.22870 -0.39338
C 10.28344 -0.92835 -1.28204
C 8.89798 -0.95071 -1.31717
H 1.55218 -0.32819 5.07009
H 0.58935 -0.36282 2.74312
H 5.34603 -0.23213 3.50041
H 6.54471 -0.28096 1.76876
H 6.51217 -0.14311 -2.50046
H 5.26990 -0.03532 -4.21831
H 1.44561 -0.22239 -5.70572
H 0.53759 -0.36546 -3.35573
H 8.41808 1.12962 1.29577
H 10.89027 1.04648 1.21674
H 10.85659 -1.50364 -2.00102
H 8.38450 -1.56154 -2.04984
F -4.60743 -2.62650 -0.32557
C -4.19941 -1.35345 -0.11742
C -2.87140 -1.05331 -0.21025
C -2.44491 0.26614 -0.04562
C -1.01299 0.57671 -0.18786
O -0.23714 -0.35518 -0.46154
C -0.65126 1.94858 -0.00846
C -1.63081 2.85216 0.26002
N -2.94756 2.56773 0.41109
C -3.89768 3.63183 0.65185
C -4.56541 3.72531 1.99406
C -3.52871 4.72980 1.59254
C -3.38431 1.26316 0.23889
C -4.73453 0.92033 0.36153
C -5.15755 -0.38141 0.17861
N -6.54746 -0.67144 0.30480
C -7.38672 -0.16327 -0.76651
C -8.82478 -0.07509 -0.30127
N -9.26921 -1.44229 0.15377
C -8.36029 -1.97571 1.23467
C -6.94254 -2.01124 0.69775
C 0.76797 2.51171 -0.11631
O 0.86898 3.73207 -0.02942
O 1.70206 1.66698 -0.28576
H -2.14012 -1.82333 -0.43407
H -1.33899 3.88900 0.36247
H -4.48012 3.89635 -0.22263
H -4.28231 2.98934 2.73590
H -5.60330 4.03031 2.02535
H -2.56525 4.68471 2.08257
H -3.84669 5.72781 1.32695
H -5.46149 1.67398 0.63334
H -7.32946 -0.79918 -1.66603
H -7.06391 0.83303 -1.05692
H -9.49191 0.25731 -1.09345
H -8.91426 0.58332 0.56004
H -9.23754 -2.08220 -0.64240
H -10.23588 -1.41632 0.47504
H -8.70817 -2.96836 1.51066
H -8.44985 -1.30107 2.08293
H -6.88803 -2.73154 -0.13083
H -6.29044 -2.37606 1.48779
F 2.72231 -2.97246 0.80156
C 2.01101 -2.51912 -0.31390
F 2.75831 -2.97961 -1.40398
C 0.76202 -3.38758 -0.32631
F 0.99269 -4.70462 -0.30210
F -0.00987 -3.10558 0.74525
F 0.02581 -3.13794 -1.42740

Computed properties:
Highest occupied orbital energy (eV): -9.75
Energy relative to the best compared isomer or geometry (same formula, charge and spin) (eV): 0.0000
Calculated total energy (a.u.): -4524.8685
Total charge: +1
Max |F| (Eh/bohr): 0.0099
E_LUMO (eV): -3.281


Here is C37H30IrN7O4PS as an isolated structure at a distorted geometry from the OMol25 dataset. Energies are from ωB97M-V/def2-TZVPD.

CARTESIAN COORDINATES (ANGSTROEM)
Ir -0.30584 -0.27042 -0.34116
C -3.00034 6.65222 2.80163
C -2.87209 5.54629 1.80277
C -3.51929 4.32893 1.98221
C -3.37236 3.31003 1.05603
C -2.57941 3.50457 -0.05490
C -1.94546 4.71447 -0.27068
C -2.09401 5.72767 0.65848
S -2.37492 2.16920 -1.22070
O -2.62112 2.60859 -2.56538
O -3.10869 1.01259 -0.75554
N -0.79730 1.72855 -1.02422
C 0.24469 1.95308 -1.84637
C 0.28762 2.79903 -2.96556
C 1.44781 2.82256 -3.71154
C 2.55081 2.07094 -3.31697
C 2.42577 1.26278 -2.19854
N 1.30774 1.19235 -1.50106
H -3.57779 6.33781 3.66694
H -3.49423 7.51559 2.35664
H -2.01662 6.97853 3.13613
H -4.14463 4.17390 2.84816
H -3.87784 2.36655 1.17170
H -1.36029 4.85470 -1.16515
H -1.60661 6.67614 0.49667
H -0.59337 3.35092 -3.25225
H 1.50268 3.41737 -4.60927
H 3.48127 2.10666 -3.86116
H 3.24781 0.64613 -1.86088
O 2.42151 -2.22236 1.74933
C 1.35578 -1.73837 2.08925
O 0.85578 -0.62272 1.69351
C 0.43424 -2.45938 3.03045
C 0.88774 -3.42875 3.91027
C -0.01758 -4.05586 4.74899
C -1.36416 -3.72553 4.68725
C -1.82168 -2.78512 3.78203
C -0.91653 -2.12904 2.95364
P -1.44974 -0.83389 1.78444
C -3.12528 -1.42207 1.36078
C -4.26226 -0.62686 1.29100
C -5.44043 -1.15121 0.79112
C -5.49734 -2.47053 0.36581
C -4.36270 -3.26959 0.43233
C -3.18002 -2.73969 0.90365
C -1.63059 0.65217 2.80794
C -2.56437 0.68478 3.84012
C -2.65371 1.80342 4.64882
C -1.81309 2.88547 4.43661
C -0.89782 2.85986 3.39697
C -0.80811 1.75025 2.57669
H 1.93910 -3.67146 3.92659
H 0.32352 -4.80217 5.45102
H -2.06657 -4.20648 5.35132
H -2.87663 -2.55947 3.72401
H -4.22496 0.39172 1.64220
H -6.32090 -0.52829 0.72957
H -6.42165 -2.87891 -0.01348
H -4.40388 -4.30070 0.11471
H -2.28191 -3.34640 0.93919
H -3.21498 -0.16127 4.01294
H -3.37373 1.82688 5.45297
H -1.87547 3.74610 5.08407
H -0.25001 3.70818 3.23284
H -0.09690 1.71728 1.76117
N -2.96601 -2.49551 -3.18276
C -2.88682 -1.52440 -2.26449
N -1.63951 -1.42024 -1.87101
C -0.96806 -2.36761 -2.58870
N -1.76685 -3.03333 -3.39644
C 0.44745 -2.57223 -2.37702
C 1.22636 -3.47557 -3.10974
N 2.50443 -3.63707 -2.85011
C 3.04431 -2.93442 -1.86965
C 2.29421 -2.01774 -1.13638
N 1.00629 -1.84828 -1.39330
H -3.77122 -2.83496 -3.68892
H -3.68741 -0.91022 -1.90495
H 0.79137 -4.06292 -3.90419
H 4.08990 -3.10192 -1.66037
H 2.71803 -1.44824 -0.32098

Computed properties:
Highest occupied orbital energy (eV): -10.81
Calculated total energy (a.u.): -2955.8757
Total charge: +1
Max |F| (Eh/bohr): 0.0548
E_LUMO (eV): -4.097


Here is C37H31BF2N3O2RhSb as an isolated structure at a distorted geometry from the OMol25 dataset. Energies are from ωB97M-V/def2-TZVPD.

CARTESIAN COORDINATES (ANGSTROEM)
Rh 0.14644 -1.95595 -0.64524
O -1.54606 -1.43373 5.82593
C -0.38524 -1.69183 5.47071
O 0.68844 -1.59978 6.07712
C -0.25649 -2.07249 4.02713
C 1.00583 -2.18708 3.43839
C 1.08676 -2.32992 2.07370
N -0.02924 -2.37462 1.34091
C -1.25466 -2.30822 1.87302
C -1.40223 -2.18011 3.23034
C -2.33251 -2.22629 0.83528
C -3.66775 -2.37809 1.14148
C -4.60862 -2.23441 0.12785
C -4.18771 -1.92411 -1.15200
C -2.83027 -1.78835 -1.39796
N -1.91861 -1.94747 -0.43453
C 2.32347 -2.37603 1.23082
C 3.57426 -2.57278 1.77670
C 4.66998 -2.67575 0.92596
C 4.47977 -2.57707 -0.43734
C 3.19982 -2.35153 -0.92344
N 2.14279 -2.23797 -0.11559
H 1.85558 -2.07459 4.10029
H -2.34905 -2.04515 3.73507
H -3.96286 -2.60215 2.15583
H -5.65988 -2.36101 0.34613
H -4.88656 -1.78909 -1.96378
H -2.45256 -1.53103 -2.37600
H 3.68197 -2.67153 2.84591
H 5.65558 -2.84504 1.33629
H 5.30035 -2.66625 -1.13333
H 3.00285 -2.24804 -1.97667
C -0.20512 0.24185 -4.15315
C -1.30694 1.09344 -3.58587
C -2.24233 1.63875 -4.46041
C -3.23513 2.49966 -4.01997
C -3.30716 2.84441 -2.68107
C -2.39204 2.30528 -1.79005
C -1.40562 1.41981 -2.22302
Sb 0.03478 0.73729 -0.84673
C -0.83658 1.01618 1.04259
C -2.22158 0.92728 1.18272
C -2.80882 1.04367 2.43331
C -2.01407 1.22031 3.55495
C -0.63658 1.28391 3.42080
C -0.01809 1.17897 2.17609
C 1.48544 1.23731 2.12972
C 1.45438 2.27848 -1.02569
C 0.90666 3.54922 -0.88209
C 1.72021 4.66850 -0.97524
C 3.07254 4.50865 -1.22070
C 3.61052 3.23990 -1.36689
C 2.81764 2.10122 -1.27026
C 3.44005 0.75082 -1.40399
H -0.38149 0.02733 -5.20470
H -0.11136 -0.70718 -3.62459
H 0.76425 0.74307 -4.07897
H -2.17838 1.39205 -5.51210
H -3.94164 2.91182 -4.72735
H -4.06420 3.53149 -2.32975
H -2.45729 2.58644 -0.74327
H -2.85578 0.76712 0.31632
H -3.88412 0.98185 2.53260
H -2.45140 1.27096 4.54168
H -0.02298 1.37694 4.30864
H 1.89490 0.96413 3.10121
H 1.84248 2.23612 1.87671
H 1.91583 0.55041 1.39434
H -0.15175 3.67937 -0.69097
H 1.29629 5.65563 -0.85940
H 3.71355 5.37469 -1.30002
H 4.67024 3.13030 -1.55695
H 4.49202 0.82597 -1.67374
H 2.94196 0.15340 -2.17095
H 3.38110 0.20392 -0.46291
F -0.92688 -3.31444 -2.96887
B 0.18750 -2.81116 -2.46992
F 1.33136 -3.05769 -3.09110

Computed properties:
Highest occupied orbital energy (eV): -10.35
Energy relative to the best compared isomer or geometry (same formula, charge and spin) (eV): 1.1602
Calculated total energy (a.u.): -2318.5850
Total charge: +1
Max |F| (Eh/bohr): 0.0299
E_LUMO (eV): -5.237


Which value of max |F| does entry 2 give?
0.0548 Eh/bohr


Which of these has the highest E_LUMO?
C37H30F6N9O3Zn


Look up the total charge of the second one.
+1